# 1
The following is a DFT calculation (ωB97M-V/def2-TZVPD) of the molecule C3H7NO3.

gap between HOMO and LUMO: 0.3688 hartree
SMILES string: N[C@@H](CO)C(=O)O

```
14
Properties=species:S:1:pos:R:3:forces:R:3
N 0.333 1.350 -0.355 3.254 -1.372 1.628
C 0.051 -0.049 -0.360 -2.756 -0.767 -6.044
C 1.008 -0.919 0.287 -0.173 -0.052 4.173
O 2.284 -0.390 0.175 0.576 1.248 0.343
C -1.421 -0.278 -0.023 1.542 -2.420 -2.634
O -2.054 -1.212 -0.466 0.432 -0.181 0.681
O -1.990 0.667 0.637 -0.719 1.587 2.269
H -0.514 1.792 -0.499 -1.127 2.022 -0.896
H 1.185 1.500 -0.915 -1.448 0.689 0.031
H 0.025 -0.378 -1.492 0.017 0.309 1.559
H 1.067 -1.974 0.111 -0.508 -0.354 -0.818
H 0.591 -0.818 1.345 1.225 -0.555 -0.157
H 2.152 0.526 0.512 0.670 -0.708 -0.211
H -2.718 0.184 1.043 -0.983 0.553 0.075
```
Forces are in eV/Å.



# 2
The following is a DFT calculation (ωB97M-V/def2-TZVPD) of a cluster of 3 separate species, C5H8O in total.

gap between HOMO and LUMO: 0.3451 hartree

```
14
Properties=species:S:1:pos:R:3:forces:R:3
C -1.595 -0.440 0.727 0.062 0.071 0.563
C -0.646 -1.391 0.140 -0.227 -2.195 -0.130
C 0.435 -1.107 -0.556 -0.719 -0.285 0.167
O 0.842 0.157 -0.742 1.498 0.569 -1.215
C 0.145 1.119 -0.111 -0.558 0.215 0.183
C -0.937 0.871 0.600 -0.673 1.531 0.519
H -2.567 -0.467 0.226 -0.027 0.024 -0.049
H -1.789 -0.683 1.779 -0.054 0.009 -0.038
H -0.869 -2.445 0.253 0.003 -0.126 -0.112
H 1.011 -1.852 -1.080 0.325 0.109 0.112
H 3.127 0.810 -1.028 2.674 3.503 0.092
H 0.501 2.121 -0.293 0.369 -0.091 0.073
H 3.729 1.584 -1.008 -2.631 -3.454 -0.093
H -1.389 1.722 1.093 -0.041 0.120 -0.073
```
Forces are in eV/Å.



# 3
The following is a DFT calculation (ωB97M-V/def2-TZVPD) of a structure of composition C22H23N8O5Y.

gap between HOMO and LUMO: 0.2089 hartree

```
59
Properties=species:S:1:pos:R:3:forces:R:3
Y 0.633 0.146 0.806 0.732 0.824 1.161
O 1.211 0.245 5.347 0.061 -0.052 0.472
C 0.721 0.000 4.146 -0.152 0.244 -0.051
O 0.595 0.857 3.298 -0.104 -0.019 0.063
C 0.285 -1.445 3.947 -0.039 -0.201 0.053
O 0.590 -1.903 2.650 -0.033 0.321 0.023
C 1.967 -2.284 2.504 0.476 0.238 -0.082
C 2.877 -1.011 2.631 0.025 -1.349 0.607
O 3.698 -0.964 3.534 0.149 0.033 0.105
O 2.620 -0.113 1.778 0.116 0.447 -0.640
H 1.537 1.160 5.411 -0.158 -0.161 -0.241
H 0.732 -2.080 4.721 -0.042 0.112 -0.135
H -0.809 -1.477 4.032 0.203 0.099 0.073
H 2.236 -3.049 3.243 -0.065 0.244 -0.040
H 2.040 -2.687 1.490 -0.063 0.047 0.102
N 1.105 3.135 -1.533 -0.264 0.429 -0.244
C 0.132 3.364 -0.587 -0.109 -0.193 0.436
C -0.636 4.524 -0.776 -0.280 0.118 0.077
C -1.666 4.815 0.090 0.388 -0.457 -0.008
C -1.869 3.958 1.171 0.033 0.173 -0.006
C -1.034 2.875 1.320 -0.225 0.090 0.123
N -0.061 2.537 0.454 -0.006 0.525 -0.598
C 2.156 2.247 -1.638 0.533 -0.576 0.004
C 3.152 2.585 -2.569 -0.059 -0.038 0.120
C 4.224 1.743 -2.744 -0.302 -0.170 0.253
C 4.265 0.568 -1.998 0.008 0.123 -0.040
C 3.241 0.309 -1.110 0.321 -0.248 -0.120
N 2.199 1.127 -0.913 -0.233 0.661 -0.307
H 1.126 3.853 -2.246 0.014 -0.230 0.219
H -0.416 5.173 -1.611 -0.011 0.025 -0.082
H -2.286 5.684 -0.065 -0.033 0.079 -0.004
H -2.654 4.141 1.887 -0.024 -0.027 0.095
H -1.158 2.220 2.172 0.039 -0.057 -0.059
H 3.076 3.508 -3.124 -0.023 0.088 -0.036
H 5.008 1.995 -3.444 0.040 -0.019 -0.035
H 5.083 -0.123 -2.107 0.032 -0.144 0.047
H 3.241 -0.603 -0.524 -0.054 0.111 -0.024
N -2.467 -3.312 -0.130 -0.293 0.120 0.067
C -3.558 -2.597 0.176 0.538 -0.725 -0.013
N -4.777 -3.103 -0.101 0.070 -0.089 -0.111
N -3.523 -1.470 0.840 -1.126 0.179 0.092
C -2.477 -0.810 1.146 0.571 0.522 0.131
N -1.621 -0.091 1.472 -0.545 -0.118 0.219
H -2.512 -4.053 -0.811 -0.040 0.135 -0.002
H -1.562 -2.853 -0.063 0.113 0.057 0.029
H -4.881 -3.873 -0.737 0.002 0.047 0.039
H -5.579 -2.538 0.114 0.071 0.044 -0.058
N 0.351 -1.426 -0.385 0.361 -0.698 0.198
C -0.369 -1.536 -1.468 -0.262 -0.544 -1.016
C -1.214 -0.486 -1.967 0.308 -0.058 0.278
C -2.003 -0.656 -3.075 -0.285 0.016 -0.307
C -1.998 -1.852 -3.787 -0.300 0.060 -0.244
C -1.182 -2.889 -3.345 -0.077 -0.125 -0.201
C -0.408 -2.757 -2.222 0.080 0.249 -0.203
H -1.206 0.467 -1.431 -0.137 -0.065 -0.105
H -2.649 0.153 -3.400 0.030 0.046 -0.053
H -2.595 -1.962 -4.681 -0.066 -0.011 -0.029
H -1.153 -3.817 -3.904 -0.022 -0.082 -0.057
H 0.221 -3.570 -1.885 0.119 -0.050 0.065
```
Forces are in eV/Å.



# 4
The following is a DFT calculation (ωB97M-V/def2-TZVPD) of a structure of composition C33H57EuN4OP2S.

gap between HOMO and LUMO (spin up / spin down): 0.2095 / 0.2126 hartree
net charge: +1
multiplicity: 8

```
99
Properties=species:S:1:pos:R:3:forces:R:3
C -2.345 1.062 -1.669 -0.553 0.089 -0.508
C -2.560 -1.141 -0.873 0.974 -0.753 0.483
C -3.501 0.942 -2.437 0.601 0.867 0.270
C -3.820 -1.244 -1.521 -0.568 0.392 -0.406
C -4.281 -0.212 -2.315 0.250 -0.775 0.473
H -3.790 1.776 -3.070 -0.110 -0.159 0.108
H -4.362 -2.183 -1.413 0.028 0.293 -0.097
H -5.228 -0.294 -2.845 0.187 -0.040 0.079
N -1.876 0.059 -0.910 0.032 -0.088 0.000
P -0.729 2.803 -0.125 -0.122 -0.333 0.006
P -0.370 -2.718 0.208 -0.049 0.628 -0.397
C -1.562 2.387 -1.714 -0.061 -0.413 -0.468
H -0.799 2.291 -2.504 -0.233 -0.008 0.350
H -2.222 3.213 -2.023 0.134 -0.377 0.011
C -2.019 -2.302 -0.228 -1.101 0.489 0.445
H -2.770 -3.078 -0.046 0.179 0.138 -0.353
C 0.324 -3.664 -1.323 -0.030 -0.266 0.859
C -0.529 -3.784 1.796 0.224 0.039 -0.867
C 0.834 3.828 -0.564 -0.620 0.157 0.106
C -2.129 3.692 0.790 0.644 0.271 -0.116
C 1.857 -3.560 -1.261 -0.031 -0.213 -0.132
H 2.268 -3.984 -0.335 -0.086 0.090 -0.226
H 2.293 -4.112 -2.108 0.008 0.078 0.148
H 2.188 -2.514 -1.326 -0.106 -0.246 0.075
C -0.141 -5.123 -1.323 0.263 -0.214 -0.458
H 0.275 -5.705 -0.491 -0.104 0.184 -0.194
H -1.237 -5.201 -1.311 0.254 0.077 0.034
H 0.206 -5.604 -2.252 -0.084 0.024 0.166
C -0.185 -2.983 -2.601 -0.072 -0.019 0.117
H 0.258 -3.482 -3.476 -0.043 0.038 0.219
H -1.276 -3.050 -2.691 0.249 0.063 0.076
H 0.103 -1.925 -2.637 -0.222 -0.208 0.028
C 0.869 -4.333 2.131 -0.051 -0.114 0.148
H 1.603 -3.520 2.239 -0.197 -0.167 -0.086
H 0.819 -4.875 3.087 0.051 0.056 -0.171
H 1.242 -5.038 1.375 -0.141 0.191 0.187
C -0.991 -2.883 2.956 -0.040 -0.068 -0.087
H -0.266 -2.088 3.181 -0.020 -0.044 -0.129
H -1.972 -2.431 2.767 0.189 -0.101 -0.067
H -1.083 -3.507 3.860 0.037 0.160 -0.188
C -1.554 -4.911 1.637 -0.003 -0.289 0.332
H -1.314 -5.610 0.830 -0.049 0.229 0.256
H -1.573 -5.489 2.574 -0.084 0.059 -0.169
H -2.564 -4.520 1.472 0.210 -0.049 0.027
C -1.651 3.926 2.238 -0.189 0.194 -0.094
H -2.434 4.481 2.777 0.270 -0.156 -0.012
H -1.489 2.967 2.757 -0.041 0.377 -0.133
H -0.722 4.514 2.284 -0.260 -0.143 0.020
C -3.371 2.780 0.831 0.117 0.031 -0.050
H -3.817 2.644 -0.162 0.130 -0.057 0.273
H -3.143 1.796 1.263 -0.163 0.228 -0.304
H -4.127 3.259 1.474 0.223 -0.095 -0.153
C -2.504 5.010 0.108 -0.335 0.357 0.343
H -3.447 5.369 0.548 0.183 -0.017 -0.177
H -1.755 5.793 0.271 -0.269 -0.236 -0.038
H -2.668 4.897 -0.973 0.031 0.023 0.290
C 1.130 3.708 -2.066 0.158 0.088 -0.049
H 0.317 4.116 -2.683 0.234 -0.108 0.176
H 2.037 4.288 -2.298 -0.160 -0.131 0.087
H 1.321 2.666 -2.360 -0.129 0.331 0.092
C 2.021 3.227 0.222 -0.070 0.051 -0.123
H 2.245 2.187 -0.075 -0.132 0.349 0.099
H 2.916 3.830 0.007 -0.147 -0.184 0.123
H 1.860 3.250 1.313 0.008 0.052 -0.284
C 0.682 5.309 -0.202 0.422 0.243 -0.150
H -0.075 5.806 -0.821 0.229 -0.168 0.198
H 0.452 5.467 0.860 0.010 -0.023 -0.307
H 1.642 5.810 -0.403 -0.212 -0.056 0.075
Eu 0.124 0.122 0.706 -0.596 -0.614 0.188
C -1.658 0.561 2.643 -2.982 -0.966 3.384
O -2.420 0.386 3.493 2.538 0.706 -2.807
N 1.298 0.123 -1.398 1.188 -0.970 -3.478
C 1.744 -0.173 -2.442 0.587 1.876 2.071
C 2.680 -0.182 -3.635 -0.363 -0.536 -0.266
C 2.186 -1.204 -4.655 -0.209 -0.362 -0.189
C 2.721 1.206 -4.274 -0.258 0.507 0.156
C 4.090 -0.529 -3.156 0.252 -0.135 0.576
H 2.150 -2.214 -4.220 -0.007 0.316 -0.179
H 1.183 -0.934 -5.017 0.272 -0.170 0.068
H 2.876 -1.216 -5.509 -0.175 0.008 0.197
H 3.137 1.935 -3.565 -0.213 -0.082 -0.210
H 3.378 1.200 -5.154 -0.190 -0.213 0.248
H 1.721 1.523 -4.595 0.248 0.038 0.069
H 4.775 -0.591 -4.013 -0.318 0.011 0.117
H 4.464 0.264 -2.493 -0.059 -0.315 -0.078
H 4.114 -1.491 -2.625 0.034 0.262 -0.124
C 2.076 -1.815 5.057 0.039 -0.275 0.219
N 1.639 -0.443 4.828 -0.042 0.028 -0.471
C 1.093 0.386 5.797 -0.083 0.423 -0.397
C 0.792 1.564 5.196 0.027 -0.481 0.071
N 1.134 1.424 3.860 0.429 -0.296 -0.423
C 1.700 0.192 3.624 0.059 0.302 0.675
S 2.453 -0.391 2.206 0.144 0.217 0.636
H 1.220 -2.506 5.057 0.201 0.270 -0.051
H 2.770 -2.108 4.266 -0.137 0.129 0.162
H 2.576 -1.872 6.030 -0.081 0.042 -0.247
H 0.981 0.061 6.818 -0.009 0.069 -0.100
H 0.377 2.478 5.583 -0.032 -0.069 0.029
H 1.117 2.164 3.161 0.098 -0.339 0.365
```
Forces are in eV/Å.



# 5
The following is a DFT calculation (ωB97M-V/def2-TZVPD) of a cluster of 2 separate species, C5H14NO in total.

gap between HOMO and LUMO: 0.2402 hartree
net charge: -1

```
21
Properties=species:S:1:pos:R:3:forces:R:3
C 1.881 1.426 0.457 -0.076 -0.188 0.144
O 1.493 0.223 0.922 0.116 0.190 0.141
C 1.066 2.592 1.050 0.014 0.099 0.067
H 1.792 1.528 -0.665 0.043 0.023 -0.013
H 2.957 1.659 0.674 0.040 0.076 -0.104
H 1.385 3.576 0.675 0.039 -0.014 -0.017
H 1.178 2.575 2.139 -0.037 0.031 0.001
H 0.004 2.463 0.823 0.008 -0.051 -0.005
C -0.962 -0.894 -2.294 -0.057 0.185 0.123
C -0.409 -1.062 -0.889 -0.554 0.388 0.338
N -1.517 -1.190 0.067 -0.163 -0.217 -0.163
C -1.042 -1.558 1.398 0.032 0.385 -0.182
H -0.167 -0.931 -3.039 -0.017 -0.028 -0.045
H -1.446 0.085 -2.355 -0.002 -0.018 -0.102
H -1.729 -1.636 -2.547 0.137 -0.132 -0.001
H 0.124 -0.163 -0.560 0.355 -0.402 -0.157
H 0.290 -1.905 -0.787 0.042 -0.017 -0.217
H -2.167 -1.894 -0.269 0.043 -0.064 0.007
H -1.889 -1.562 2.088 0.053 -0.136 0.063
H -0.526 -2.531 1.409 -0.071 -0.050 0.091
H -0.315 -0.800 1.702 0.054 -0.061 0.031
```
Forces are in eV/Å.